# 1
19
Properties=species:S:1:pos:R:3:forces:R:3 method="wB97M-V/def2-TZVPD" lumo_energy_ev="1.0 / -2.1" e_tot_ev=-20859.030 spin_multiplicity=3 homo_lumo_gap_ev="6.04 / 7.18" s2=2.01 homo_ha="-0.186 / -0.342"
C 0.37297 0.58142 0.59374 -1.0388 3.3623 -5.9195
C 0.35613 -0.00223 -2.05932 0.6139 -0.3106 -0.4311
C -1.63882 -0.43446 -0.55570 2.9830 0.8329 0.4937
C 1.09518 -0.36312 2.56834 0.3869 1.1928 0.2204
C -0.34443 0.45839 -0.75040 -0.5407 0.8799 0.5970
N 0.41176 -0.38414 1.38082 0.3061 -2.8076 2.6362
N -0.90434 1.86015 -0.90520 -1.1918 -1.0356 -2.2688
Cl 0.42772 2.99774 -1.11138 -0.5855 -0.1853 -0.3644
H 0.94603 1.44951 0.90209 -0.1708 0.1203 -0.4334
H 1.41557 -0.34787 -1.97163 -0.8852 0.1598 0.3021
H 0.41232 0.84982 -2.77477 -0.1932 -0.6714 0.3311
H -0.25519 -0.84606 -2.47532 0.7563 0.8662 -0.0134
H -2.43814 0.05584 -0.99024 -1.8379 0.5972 -1.0410
H -1.47737 -1.43491 -0.86342 0.0192 -0.8542 -0.7655
H -1.73456 -0.47713 0.47937 -0.9347 0.0065 1.8074
H 1.68976 0.62474 2.53314 -0.9976 -1.4293 0.7081
H 1.77347 -1.12602 2.54590 2.3217 -2.0856 0.5041
H 0.41850 -0.52790 3.35634 -0.5047 0.4452 1.6980
H -1.44643 1.77137 -1.86048 1.4936 0.9164 1.9392



# 2
91
Properties=species:S:1:pos:R:3:forces:R:3 method="wB97M-V/def2-TZVPD" lumo_energy_ev=1.5 e_tot_ev=-148002.846 spin_multiplicity=1 homo_lumo_gap_ev=7.68 charge=-1 homo_ha=-0.226
Cl 0.67121 0.36192 -0.28852 0.0355 0.0570 -0.0563
C -3.66669 1.67252 3.18119 0.8897 0.2075 -0.4207
S -4.80841 0.87550 1.96938 -0.8294 -0.9600 2.6153
O -5.09118 -0.50900 2.56967 0.5379 1.5165 -1.0092
C -6.30862 1.81496 2.47405 0.0676 0.8711 -0.5495
H -3.38399 2.69206 2.91902 -0.6576 0.2760 -0.2582
H -2.68753 1.19890 3.11027 -0.1690 -0.6427 -0.1658
H -3.95926 1.64016 4.23069 -0.5633 -0.2401 -0.2411
H -7.19217 1.28620 2.11648 0.2231 -0.4149 0.3729
H -6.39382 2.78780 1.98987 0.5080 0.0862 -0.3973
H -6.31999 2.07449 3.53264 0.0010 -0.7459 0.0931
C 1.87330 -2.45642 -3.26528 0.3387 -0.3655 -0.7613
S 0.21774 -3.06910 -3.70017 0.1520 1.1958 -1.1140
O -0.17526 -2.07168 -4.78496 0.0224 -1.1871 0.8452
C 0.74627 -4.61132 -4.51093 0.2176 0.0348 -0.2097
H 1.78263 -1.47808 -2.79334 -0.2281 -0.3072 0.4872
H 2.37221 -2.27880 -4.21799 -0.1544 -0.0268 -0.2754
H 2.51589 -3.16989 -2.74939 -0.3568 0.1415 0.4465
H 1.27462 -4.38000 -5.43582 0.2754 0.2702 0.1716
H -0.06817 -5.26826 -4.81625 -0.3390 0.3047 0.4194
H 1.38924 -5.13849 -3.80611 0.0396 -0.0559 -0.0625
C 4.70385 0.31849 -1.12684 -0.0662 0.1202 -0.0889
S 4.75167 -1.49854 -1.32398 3.2056 0.6146 1.3996
O 6.27342 -1.86625 -1.44906 -3.0246 0.4854 0.1566
C 4.24421 -1.70484 0.46438 -0.3772 0.0017 -1.2855
H 5.43727 0.60648 -0.37367 0.1129 -0.2879 0.0492
H 3.71002 0.55963 -0.74969 -0.1710 0.0576 -0.1520
H 4.90765 0.88916 -2.03288 -0.0663 -0.4147 -0.2178
H 4.00814 -2.76233 0.58312 0.2357 0.1061 0.5204
H 3.33655 -1.10559 0.53620 -0.3452 -0.2302 -0.0238
H 4.94786 -1.25444 1.16446 0.3890 -0.4556 -0.2690
C 2.26823 1.64599 3.19935 -0.6508 0.2813 0.6635
S 1.60477 0.56988 4.55288 1.3193 -0.7386 -0.3646
O 2.79326 0.12717 5.39486 -1.3008 0.7451 -0.6830
C 0.71424 1.82619 5.50731 1.0858 0.0124 -0.0022
H 3.17742 2.15139 3.52500 0.1025 -0.3219 0.1813
H 1.51631 2.42256 3.05912 -0.1177 -0.0467 -0.2637
H 2.39639 1.10165 2.26374 -0.0501 -0.1774 0.2030
H -0.18018 2.19593 5.00591 0.0563 -0.2025 0.0325
H 1.45417 2.61341 5.65181 -0.2319 0.2620 0.2102
H 0.52870 1.32869 6.45924 -0.2723 0.1515 -0.0788
C -1.44564 0.55791 -3.61942 -0.5410 -0.0588 -0.3027
S -3.16433 0.15352 -3.18767 -0.5392 1.8803 0.4558
O -3.96564 1.30074 -3.84354 0.9937 -1.5951 1.1671
C -3.07334 0.43363 -1.33501 0.0481 -0.2305 -0.7116
H -1.45482 0.16946 -4.63781 0.6353 0.0601 0.0142
H -0.66105 0.12354 -2.99988 -0.2717 -0.2716 0.0732
H -1.34484 1.64310 -3.63676 -0.2445 0.0487 0.1148
H -2.56345 -0.41690 -0.88256 0.2521 -0.0867 -0.2456
H -4.07722 0.44259 -0.91045 -0.0574 0.2542 -0.3519
H -2.49738 1.32684 -1.09303 -0.1589 0.0639 -0.1216
C -1.43167 4.92675 -0.41859 0.3481 -1.1737 -1.0149
S 0.31588 5.40023 -0.76276 -0.7739 0.6879 1.2815
O 0.41249 6.82950 -0.23323 0.4471 -1.8808 -0.1844
C 1.14741 4.08118 0.34361 0.0306 1.3761 -0.1279
H -1.61838 4.50587 0.56939 0.0967 0.6211 0.1500
H -1.62704 4.10649 -1.10931 0.1837 -0.4220 -0.0584
H -2.14165 5.66492 -0.79157 0.4038 0.5065 0.5866
H 2.21306 4.30502 0.29472 0.0459 0.0310 -0.2997
H 0.97631 3.06420 -0.00935 -0.3151 -0.0160 -0.2427
H 0.89605 4.18539 1.39910 -0.4841 0.1299 -0.1001
C -2.72871 -2.50615 1.54976 -0.4926 -0.6873 0.4632
S -2.99311 -4.14236 2.44190 2.6736 1.0239 2.4143
O -1.75055 -4.20547 3.38415 -2.0358 -0.1754 -1.6534
C -4.35966 -3.70569 3.58641 -1.0019 0.8943 -1.9045
H -1.85914 -2.60634 0.90023 -0.1331 -0.4251 0.0249
H -2.48884 -1.73553 2.28236 -0.2751 -0.1597 0.1387
H -3.61225 -2.25587 0.96255 0.0018 0.0658 0.1056
H -5.22696 -3.74027 2.92709 -0.3786 -0.4094 -0.1821
H -4.38413 -2.63177 3.77134 0.6723 -0.0830 0.7471
H -4.58485 -4.37755 4.41466 0.8265 0.0645 -0.0946
C 0.87993 -3.36843 -0.25735 0.4330 0.0831 0.3569
S 0.83519 -3.94558 1.47985 1.5916 -0.1996 0.4015
O 2.23130 -4.47331 1.82010 -1.2702 0.3701 -0.5740
C 0.73147 -2.35764 2.42765 -0.7196 -0.8475 -0.7580
H -0.07390 -2.88209 -0.46174 0.2259 0.2903 -0.1104
H 1.00719 -4.20246 -0.94749 -0.2770 -0.4791 0.4405
H 1.75403 -2.74540 -0.44676 -0.3361 0.4697 0.2847
H 1.74726 -2.02532 2.64174 -0.1689 0.0256 -0.1546
H 0.15403 -2.63211 3.31044 0.3289 -0.0471 0.1554
H 0.11368 -1.66177 1.86002 0.4151 0.3229 -0.0987
C 2.20556 2.86552 -2.90813 0.2487 1.2354 -0.7313
S 3.13494 2.54823 -4.48871 0.4241 -2.8070 2.2058
O 4.48291 1.99100 -4.02912 -0.7983 1.2341 -0.7677
C 2.23177 0.97269 -4.80149 -0.3583 0.2309 -1.1184
H 2.83506 2.60736 -2.05655 -0.1438 -0.5594 -0.2495
H 1.21161 2.41873 -2.93167 0.2931 -0.2182 0.2485
H 2.08513 3.94814 -2.86903 -0.1234 0.1189 0.0535
H 1.14948 1.07607 -4.72360 0.0196 0.1919 0.0536
H 2.55363 0.13956 -4.17666 0.3201 0.5803 0.3574
H 2.44080 0.69165 -5.83368 0.0950 -0.0063 -0.0531



# 3
70
Properties=species:S:1:pos:R:3:forces:R:3 method="wB97M-V/def2-TZVPD" lumo_energy_ev="-12.3 / -15.2" e_tot_ev=-120991.919 spin_multiplicity=6 homo_lumo_gap_ev="6.69 / 4.84" charge=+4 s2=8.78 homo_ha="-0.697 / -0.736"
Ir 0.34083 -0.32959 1.30597 -3.2297 0.0122 0.6339
P 0.29791 -2.58891 1.89548 -0.1950 -2.5408 1.8646
P 0.37429 1.55697 2.80009 -0.1089 2.6678 2.0522
P 2.26906 -0.46015 0.24938 1.3835 -1.0811 -1.9412
H -1.32698 -0.34381 -3.39215 0.3697 -0.7118 -0.3327
C -0.52809 -1.09727 -3.54689 -0.1992 -1.0306 1.4813
C -0.74588 -2.37429 -3.13109 0.4291 1.5401 -0.4553
H -1.70912 -2.71553 -2.77209 -0.1178 0.2184 -0.0732
C -1.29489 -3.52784 1.87273 -0.3479 0.5216 -0.1222
C 0.88715 -2.56970 3.62819 -0.0389 -0.1726 -0.0950
C 1.33110 -3.81823 0.99551 0.2599 0.4028 -0.3285
C 0.29405 3.31275 2.05182 -0.0336 -1.2173 -0.7463
C -0.95040 1.65163 4.04262 -0.5289 -0.3932 0.3936
C 1.98293 1.60850 3.65448 0.7454 -0.6427 0.1478
C 2.45444 -1.54837 -1.19746 -0.1411 0.3078 0.3386
C 3.57186 -1.01992 1.38304 -0.1565 0.2791 0.2207
C 2.71073 1.14763 -0.37403 0.0706 0.3897 -0.1156
H 0.45445 -0.71341 -3.88522 -0.6696 -0.5164 0.0318
H 0.01511 -3.14448 -3.14607 0.1387 0.0843 -0.3057
H -1.77232 -3.39921 0.88226 0.1428 -0.0852 0.4938
H -1.98674 -3.19006 2.66571 0.3782 -0.1863 -0.4519
H -1.08653 -4.60687 2.01921 0.1291 0.6350 -0.0181
H 0.40202 -1.73628 4.16519 0.2176 -0.4489 -0.1051
H 1.98319 -2.44627 3.64912 -0.4196 -0.0350 0.0918
H 0.61555 -3.52905 4.09510 0.1805 0.2716 0.0265
H 0.94868 -3.88986 -0.04403 0.2846 -0.1375 0.6040
H 1.20968 -4.80103 1.49772 0.0107 0.6161 -0.1682
H 2.39789 -3.52789 1.00790 -0.6391 -0.4241 -0.1265
H 0.30607 4.07868 2.88861 0.0228 -1.0171 -0.9913
H -0.65804 3.34347 1.44520 0.9910 0.3684 0.6844
H 1.18874 3.39435 1.36629 -1.0104 0.2859 0.7605
H -0.90393 2.54910 4.68928 0.3286 -0.3194 -0.4519
H -0.94591 0.76849 4.69333 0.1685 0.1536 -0.0458
H -1.93806 1.65783 3.55996 0.2964 0.1096 -0.0892
H 1.99557 2.33162 4.50037 -0.2828 -0.3877 -0.5255
H 2.80356 1.89078 2.96171 -0.5576 -0.0742 0.2790
H 2.21281 0.59652 4.03784 -0.0469 0.5188 0.0816
H 3.52238 -1.42703 -1.42357 -0.2335 -0.1837 -0.4449
H 1.78189 -1.17889 -1.98928 0.4543 -0.3199 0.1832
H 2.25097 -2.59473 -0.94327 0.0821 0.4468 -0.2903
H 4.47861 -0.87871 0.77965 0.1091 -0.0222 0.3538
H 3.48311 -2.08496 1.64278 0.0601 0.5253 -0.0634
H 3.60024 -0.39622 2.28991 0.2249 -0.2963 -0.3110
H 3.64802 0.95150 -0.90864 0.0253 0.5182 -0.0116
H 2.85648 1.85032 0.45667 0.0908 -0.0195 -0.4095
H 1.92672 1.49395 -1.07601 0.6407 -0.1588 0.4288
C -0.20985 2.87629 -4.12733 0.0473 0.2659 -1.0787
C -0.60072 1.83503 -5.01667 -0.2129 -0.3211 -0.8912
C -0.73358 2.06754 -6.38000 0.0412 -0.3958 0.8785
C -0.44606 3.34849 -6.90565 -0.0867 -0.0535 -0.1726
C -0.02673 4.38574 -6.04661 0.1528 -0.0848 1.2376
C 0.10194 4.15804 -4.67349 -0.0538 0.4343 -0.7820
Se -0.12680 2.59901 -2.32867 -0.2033 0.0907 -0.2184
H -0.58199 0.95839 1.21333 0.0125 0.7343 -0.8522
H -0.78130 0.84178 -4.62592 -0.0886 0.4064 -0.2948
H -1.05704 1.24508 -7.03092 0.1970 0.4640 0.2516
H -0.54739 3.52264 -7.98631 0.0693 -0.0046 0.5509
H 0.19580 5.37123 -6.44186 -0.0015 -0.1185 0.0151
H 0.43138 4.94236 -3.99569 -0.0771 0.0437 -0.3056
C -4.87467 -0.66138 1.10681 0.1920 0.1462 -0.1588
C -4.10035 -0.41528 -0.02205 1.0282 0.2136 0.0743
C -2.70833 -0.30601 0.10137 -0.0216 -0.2386 -0.2101
N -2.05471 -0.53199 1.27274 -0.3625 0.4648 -0.4783
C -2.81480 -0.75164 2.37457 -0.1127 -0.1556 0.0289
C -4.21709 -0.81721 2.31670 1.0143 -0.0812 0.3535
H -5.95900 -0.68895 1.05118 0.1327 -0.1107 -0.0143
H -4.52370 -0.26985 -1.00470 -0.1709 0.0391 0.0179
H -2.07517 -0.03699 -0.76156 -0.4624 -0.3293 0.4983
H -2.28898 -0.89991 3.32898 -0.2797 0.0704 -0.5225
H -4.75003 -1.01793 3.23844 -0.0320 0.0696 -0.0589



# 4
10
Properties=species:S:1:pos:R:3:forces:R:3 method="wB97M-V/def2-TZVPD" lumo_energy_ev=-0.4 e_tot_ev=-8664.220 spin_multiplicity=1 smiles="N#CC1=NN=CC1" homo_lumo_gap_ev=10.47 homo_ha=-0.400
C 1.78386 -0.14021 -0.05683 -0.6116 1.0309 0.4984
C 0.29692 -0.07717 -0.04708 2.8645 2.9594 0.0257
C -1.88795 0.47098 0.01648 3.5436 -2.9902 -1.2579
C -0.53914 1.18424 -0.00104 -0.1915 -0.9243 -1.0918
H -2.79071 0.92452 -0.03932 -2.7316 1.2284 -0.0330
H -0.26328 2.00810 -0.70010 -0.7149 -0.8359 0.1069
H -0.41458 1.61548 0.95253 0.3822 0.6023 1.5247
N 2.91832 0.06394 0.02774 -0.8583 -0.4539 -0.2465
N -0.37257 -1.09766 0.06478 -1.3337 -3.9773 -0.6555
N -1.75341 -0.84845 -0.04714 -0.3486 3.3607 1.1291



# 5
8
Properties=species:S:1:pos:R:3:forces:R:3 method="wB97M-V/def2-TZVPD" lumo_energy_ev=-0.2 e_tot_ev=-30472.924 spin_multiplicity=1 smiles="N#[N+][S-].O=C=CCl" homo_lumo_gap_ev=9.02 homo_ha=-0.337
C 1.23995 0.06091 -1.11429 0.8497 -0.8540 -0.3105
C 1.23211 0.18298 0.18767 -0.7026 1.3832 1.2215
N -2.39697 0.56414 1.51026 1.0437 -2.4143 -4.2599
N -2.24191 -0.02055 0.51379 -1.4158 4.1900 7.2794
O 1.37895 -0.19571 -2.23613 -0.4683 0.3921 0.1188
S -2.19204 -0.80433 -0.76289 0.3473 -1.7995 -3.0502
Cl 2.29217 -0.77371 1.17394 -0.0304 -0.0985 -0.2389
H 0.68773 0.98627 0.72765 0.3765 -0.7990 -0.7602